# 1
C20H16Cl3CuIN3O3Si | ωB97M-V/def2-TZVPD

Expectation value of S²: 0.75
Electronic energy, Eh: -4770.210295
HOMO-LUMO gap (spin up / spin down), eV: 6.52 / 6.43
Strongest force on any atom, eV/Å: 0.52
Multiplicity: 2
HOMO energy (spin up / spin down), eV: -4.38 / -4.28
ΔE to the lowest compared entry with this formula, charge and spin, kcal per mole: 6.51
Net charge: -1

CARTESIAN COORDINATES (ANGSTROEM)
Cu  -0.28857  -0.39196  -0.30800
C  -1.19115  2.78770  -3.43960
O  -2.52614  2.77246  -2.95713
C  -2.75188  2.71140  -1.60189
C  -3.84649  3.41673  -1.14916
C  -4.20825  3.41747  0.19740
C  -3.43518  2.71221  1.08960
C  -2.32854  1.96806  0.65979
C  -1.54147  1.29810  1.67556
N  -0.66065  0.40408  1.43626
N  0.07678  -0.08414  2.49343
C  1.04943  -0.84473  2.04210
O  1.29600  -1.09097  0.81415
C  1.94841  -1.44954  3.07113
C  1.65924  -1.36322  4.43036
C  2.50918  -1.93671  5.36236
C  3.65755  -2.59968  4.94744
C  3.94757  -2.68981  3.59367
C  3.09444  -2.12010  2.65955
C  -1.96673  1.92014  -0.71499
O  -0.97087  1.22609  -1.17935
H  -1.25655  3.16579  -4.46061
H  -0.56239  3.45676  -2.84508
H  -0.74366  1.79630  -3.43230
H  -4.41923  3.97199  -1.88258
H  -5.07442  3.97595  0.52722
H  -3.67938  2.71013  2.14617
H  -1.68597  1.58718  2.71602
H  0.76127  -0.84547  4.73783
H  2.27290  -1.87012  6.41751
H  4.31999  -3.04906  5.67752
H  4.83822  -3.20991  3.26240
H  3.29330  -2.18923  1.59856
Cl  -3.60412  -1.91135  0.93302
Si  -1.88475  -2.27213  -0.23890
Cl  -1.14526  -4.07507  0.60427
Cl  -2.77651  -3.06277  -2.03512
I  2.32461  1.70478  -1.03750
C  1.77918  0.19343  -2.36883
C  2.44378  0.12896  -3.58773
C  2.13509  -0.90424  -4.45379
C  1.18661  -1.83973  -4.07250
C  0.56805  -1.68989  -2.84687
N  0.84930  -0.68438  -2.01183
H  3.18436  0.87554  -3.83245
H  2.63409  -0.97692  -5.41165
H  0.91397  -2.66925  -4.70886
H  -0.19518  -2.38089  -2.51662

---

# 2
C20H16ClO5PdS4 | ωB97M-V/def2-TZVPD

Electronic energy, Eh: -3328.785098
HOMO-LUMO gap, eV: 7.31
Strongest force on any atom, eV/Å: 1.81
HOMO energy, eV: -5.97
ΔE to the lowest compared entry with this formula, charge and spin, kcal per mole: 29.45
Net charge: -1

CARTESIAN COORDINATES (ANGSTROEM)
Pd  -0.13128  0.30631  1.33262
O  1.25736  2.39411  4.30974
S  0.60650  1.43508  3.47295
O  1.41070  1.24875  2.13171
O  -0.72493  1.85919  2.92317
O  0.44036  0.06822  3.97160
C  0.29981  -1.72509  1.59492
C  -0.71535  -2.50010  2.32358
C  -1.58424  -3.31991  1.59341
C  -2.46707  -4.16353  2.24255
C  -2.51083  -4.18352  3.63165
C  -1.66184  -3.36558  4.36563
C  -0.76995  -2.52315  3.72198
H  0.46464  -2.04982  0.57803
H  1.22692  -1.57708  2.14690
H  -1.56006  -3.27381  0.51147
H  -3.12934  -4.80118  1.67073
H  -3.21462  -4.83121  4.14018
H  -1.69694  -3.38151  5.44761
H  -0.12243  -1.86260  4.27826
O  0.77302  -0.17690  -0.40765
C  0.69129  0.79776  -1.43220
C  2.05550  0.78462  -2.11506
C  2.51973  1.56823  -3.12897
C  3.82615  1.20636  -3.54649
C  4.31674  0.14989  -2.84053
S  3.20975  -0.39515  -1.65439
C  -0.33226  0.36050  -2.46022
C  -0.95517  1.10595  -3.41702
C  -1.72800  0.31849  -4.30894
C  -1.66256  -1.00876  -4.01042
S  -0.68732  -1.30488  -2.63650
C  0.38532  2.17480  -0.88496
C  -0.83729  2.65638  -0.50164
C  -0.75358  3.92424  0.12591
C  0.52696  4.38193  0.19119
S  1.63661  3.28586  -0.49545
H  1.93850  2.36934  -3.56272
H  4.37256  1.71272  -4.32906
H  5.28535  -0.31208  -2.93667
H  -0.86482  2.18098  -3.47143
H  -2.31793  0.72036  -5.11988
H  -2.16747  -1.82135  -4.50556
H  -1.74804  2.08461  -0.61386
H  -1.60193  4.45763  0.52703
H  0.87712  5.30400  0.62409
Cl  -2.17567  -0.27911  0.52273

---

# 3
C20H16N3O8Rh | ωB97M-V/def2-TZVPD

Electronic energy, Eh: -1648.419487
HOMO-LUMO gap, eV: 5.08
Strongest force on any atom, eV/Å: 1.79
HOMO energy, eV: -7.90
ΔE to the lowest compared entry with this formula, charge and spin, kcal per mole: 25.22
Net charge: 0

CARTESIAN COORDINATES (ANGSTROEM)
Rh  0.04877  -0.15199  -0.02181
O  -0.75044  0.73045  6.66214
C  -1.53801  0.01476  6.03368
O  -2.47834  -0.73493  6.33057
C  -1.29857  0.07989  4.47701
C  -2.13077  -0.63437  3.61708
C  -1.91205  -0.57696  2.26190
N  -0.91812  0.17118  1.74528
C  -0.11758  0.86709  2.57713
C  -0.26823  0.85268  3.94037
C  0.91899  1.66651  1.86181
O  1.55962  2.52872  2.38222
O  1.04493  1.34168  0.55100
H  -2.93681  -1.22142  4.03530
H  -2.53525  -1.11143  1.55492
H  0.39589  1.42770  4.57008
O  1.83022  -3.76841  0.14876
C  0.99170  -2.94666  -0.10450
O  1.18076  -1.67349  0.28922
C  -0.22832  -3.28353  -0.89768
C  -0.36173  -4.55931  -1.42069
C  -1.45213  -4.90474  -2.22471
C  -2.37785  -3.92299  -2.48331
O  -3.50463  -3.99787  -3.23985
C  -4.11301  -2.70449  -3.19877
O  -3.30683  -1.87159  -2.35365
C  -2.26263  -2.64564  -1.95723
C  -1.20345  -2.32661  -1.15972
H  0.40898  -5.28136  -1.18837
H  -1.56560  -5.89921  -2.63231
H  -5.11742  -2.78488  -2.78459
H  -4.14432  -2.28381  -4.20416
H  -1.14593  -1.33096  -0.72831
C  3.46428  -1.22640  -4.09306
C  2.31672  -0.49607  -3.48644
C  1.45728  0.44591  -4.01886
C  0.55248  0.77491  -3.00042
N  0.84090  0.06445  -1.91831
N  1.91161  -0.70080  -2.22513
C  -0.56808  1.76028  -3.00889
H  3.60035  -0.90372  -5.12190
H  3.28582  -2.30208  -4.08817
H  4.38753  -1.03538  -3.54536
H  1.48499  0.85309  -5.01503
H  2.33114  -1.27364  -1.50613
H  -0.63234  2.24905  -3.97726
H  -0.40463  2.52182  -2.24503
H  -1.52175  1.27157  -2.80079

---

# 4
C20H16N8OPtS4Sb | ωB97M-V/def2-TZVPD

Electronic energy, Eh: -3237.520409
HOMO-LUMO gap, eV: 6.23
Strongest force on any atom, eV/Å: 0.41
HOMO energy, eV: -4.56
ΔE to the lowest compared entry with this formula, charge and spin, kcal per mole: 0.00
Net charge: -1

CARTESIAN COORDINATES (ANGSTROEM)
Pt  -0.58433  0.93202  0.12536
S  -2.05638  4.81958  3.03475
Sb  -1.25032  2.72923  2.94094
S  -2.38888  1.21854  1.43646
S  0.53628  2.49045  1.27847
S  -0.68278  1.60780  4.82391
C  3.76275  2.31101  -2.91310
N  2.77712  1.44665  -2.29261
C  1.60394  1.78033  -1.76072
N  1.04691  0.70274  -1.22819
C  1.95788  -0.28285  -1.44414
N  3.02723  0.13142  -2.08163
C  4.62874  3.09487  -1.94576
C  5.43785  4.09844  -2.46647
C  6.25163  4.85179  -1.63473
C  6.26140  4.61105  -0.27302
C  5.45529  3.60617  0.25283
C  4.63900  2.84612  -0.58062
C  5.47316  3.38670  1.69682
N  6.14450  4.04342  2.57787
N  5.80770  3.50281  3.80838
C  4.98470  2.53896  3.56736
O  4.73011  2.40266  2.24382
C  4.31354  1.66580  4.52325
C  4.35152  2.00442  5.87224
C  3.66741  1.22130  6.78685
C  2.96336  0.10822  6.35461
C  2.94803  -0.24211  5.00951
C  2.16361  -1.46031  4.59852
N  2.43512  -1.89979  3.24754
C  1.86530  -1.52272  2.09403
N  2.43321  -2.15676  1.08341
C  3.36234  -2.92836  1.70044
N  3.40810  -2.80576  3.00850
C  3.61986  0.54235  4.09284
H  3.24033  2.99413  -3.58403
H  4.38382  1.66006  -3.52825
H  1.18376  2.77273  -1.75696
H  1.81806  -1.29785  -1.11327
H  5.42138  4.29929  -3.53207
H  6.86940  5.63778  -2.04870
H  6.87789  5.19319  0.39726
H  4.00221  2.08626  -0.14673
H  4.88798  2.89050  6.18006
H  3.66762  1.48941  7.83521
H  2.41523  -0.49619  7.06888
H  1.09563  -1.25974  4.69048
H  2.41230  -2.30038  5.24650
H  1.07800  -0.78309  2.03930
H  4.02375  -3.59823  1.17503
H  3.58435  0.30427  3.03710

---

# 5
C20H16O4 | ωB97M-V/def2-TZVPD

Electronic energy, Eh: -1072.650689
HOMO-LUMO gap, eV: 7.54
Strongest force on any atom, eV/Å: 4.77
HOMO energy, eV: -9.32
ΔE to the lowest compared entry with this formula, charge and spin, kcal per mole: 37.84
Net charge: 0
SMILES: CC1=C2C(=O)C(=O)c3cc4c(cc3[C@]2(C)CCC1)C(=O)C=CC4=O

CARTESIAN COORDINATES (ANGSTROEM)
C  -3.92969  -1.05006  2.02523
C  -2.40744  -0.99264  1.97474
C  -1.68934  -0.10776  1.16738
C  -2.39076  1.03137  0.53074
O  -3.19359  1.66489  1.23428
C  -1.81346  1.55122  -0.71268
O  -2.35930  2.47695  -1.33533
C  -0.48563  1.07173  -1.16660
C  0.00202  1.43896  -2.45085
C  1.27584  1.13646  -2.83677
C  2.12712  0.47570  -1.94461
C  1.63630  0.00471  -0.69901
C  0.33244  0.31217  -0.29654
C  -0.16348  -0.12845  1.07986
C  0.38744  0.92285  2.03630
C  0.34633  -1.52436  1.48759
C  -0.20228  -1.90985  2.87001
C  -1.68735  -2.07621  2.75679
C  3.49048  0.11877  -2.33523
O  4.21827  -0.47894  -1.57698
C  3.96334  0.56542  -3.67670
C  3.09036  1.21713  -4.56314
C  1.73036  1.53200  -4.16026
O  1.03881  2.10359  -4.97543
H  -4.24861  -2.03982  2.32944
H  -4.26823  -0.28618  2.73047
H  -4.36985  -0.83418  1.05308
H  -0.61314  2.06915  -3.12318
H  2.32969  -0.57346  -0.07379
H  0.37722  1.92942  1.63099
H  -0.16689  0.97366  2.97297
H  1.43461  0.64238  2.30472
H  1.43001  -1.48681  1.57421
H  0.08179  -2.31207  0.76528
H  0.24309  -2.84813  3.20270
H  0.06413  -1.14360  3.63147
H  -1.92883  -3.06426  2.34381
H  -2.07282  -2.11320  3.79598
H  4.97500  0.31958  -3.99900
H  3.41602  1.41188  -5.57195

---

# 6
C20H17Br2N2O5 | ωB97M-V/def2-TZVPD

Electronic energy, Eh: -6406.168995
HOMO-LUMO gap, eV: 5.09
Strongest force on any atom, eV/Å: 1.65
HOMO energy, eV: -4.08
ΔE to the lowest compared entry with this formula, charge and spin, kcal per mole: 0.00
Net charge: -1

CARTESIAN COORDINATES (ANGSTROEM)
C  -5.45433  3.39487  1.92794
O  -5.04618  2.38316  1.04111
C  -3.71996  2.01669  1.15796
C  -2.80811  2.55078  2.08729
C  -1.50452  2.14362  2.09815
C  -1.02955  1.15970  1.20349
C  0.36485  0.77252  1.15661
C  1.42775  1.65486  1.19191
C  2.78586  1.18236  1.22153
C  3.81917  2.03996  1.23559
Br  5.60198  1.47849  1.29795
C  3.61995  3.47245  1.20066
O  4.55951  4.25170  1.24167
C  2.25395  3.93502  1.10843
Br  2.03895  5.78714  0.97432
C  1.22305  3.07654  1.10727
C  -1.96133  0.58808  0.31533
C  -3.25413  1.02255  0.27942
H  -6.50697  3.61716  1.74465
H  -5.34021  3.04733  2.95595
H  -4.86433  4.29653  1.75312
H  -3.15505  3.25608  2.82182
H  -0.82669  2.54333  2.83243
H  0.59122  -0.27335  1.01666
H  2.98372  0.12523  1.23194
H  0.22826  3.46545  0.98780
H  -1.63006  -0.17026  -0.37376
H  -3.95095  0.62385  -0.43692
C  3.65611  -3.77931  -2.08955
N  2.27090  -3.38652  -2.06404
C  1.97227  -2.02239  -2.15378
O  2.88086  -1.19590  -2.21649
C  0.62172  -1.64150  -2.16462
C  -0.40683  -2.59210  -2.04859
O  -1.59201  -2.26548  -2.01798
N  -0.04005  -3.94172  -1.95684
C  -1.07097  -4.93687  -1.84147
C  1.28630  -4.36459  -1.96046
O  1.57362  -5.54426  -1.87231
H  3.72678  -4.86356  -1.99669
H  4.10107  -3.45911  -3.03281
H  4.17681  -3.30026  -1.25953
H  0.38141  -0.60273  -2.26745
H  -0.60378  -5.92089  -1.76834
H  -1.66446  -4.73414  -0.95095
H  -1.71563  -4.89054  -2.71842